Molecular formula: C4H9IN2OS
Method: DFT, wB97M-V/def2-TZVPD

Summary:
DFT total energy, hartree: -1038.3322
Strongest force on any atom, eV/A: 5.468
HOMO-LUMO gap, eV: 9.2
Structure (SMILES): NN[C@](C=O)(CS)CI
M, Da: 260.10
Spin multiplicity: 1
Energy above the lowest of the compared OMol25 structures with the same formula, charge and spin, kJ/mol: 0.0
Total charge: 0

Bonds (Å) are listed after each position.
Cartesian coordinates (Å):
1 C 0.9146 -0.0168 1.4102  C4 1.558, O7 1.183, H10 1.053
2 C 0.1713 -0.8943 -0.9624  C4 1.593, S8 1.836, H11 0.981, H12 1.054
3 C -1.5841 -0.6629 0.9928  C4 1.694, I9 2.137, H13 1.148, H14 1.039
4 C -0.1852 0.0008 0.3065  C1 1.558, C2 1.593, C3 1.694, N6 1.474
5 N 0.5138 1.7668 -1.2039  N6 1.505, H15 1.035, H16 1.052
6 N -0.2705 1.4477 0.0408  C4 1.474, N5 1.505, H17 1.010
7 O 1.9659 -0.5536 1.3351  C1 1.183
8 S 0.5777 -2.6454 -0.5906  C2 1.836, H18 1.316
9 I -3.2216 0.3725 0.0920  C3 2.137
10 H 0.7733 0.7098 2.1590  C1 1.053
11 H -0.5796 -0.8517 -1.5919  C2 0.981
12 H 1.0683 -0.5804 -1.4183  C2 1.054
13 H -1.5398 -1.7448 0.6114  C3 1.148
14 H -1.4962 -0.5809 2.0249  C3 1.039
15 H 1.0717 2.6135 -0.9945  N5 1.035
16 H -0.1161 2.0042 -2.0118  N5 1.052
17 H 0.1215 2.0232 0.7720  N6 1.010
18 H 1.8149 -2.4077 -0.9713  S8 1.316

Population analysis type Löwdin, resulting atomic charges in e:
1 C -0.25
2 C -0.47
3 C -0.56
4 C -0.52
5 N 0.01
6 N -0.11
7 O 0.07
8 S 0.74
9 I 0.77
10 H 0.11
11 H 0.00
12 H 0.04
13 H 0.04
14 H 0.01
15 H 0.08
16 H 0.10
17 H 0.09
18 H -0.14